No. 1
Computed, not measured: 11 unconnected molecules or ions with the total composition H22O11 in a non-equilibrium geometry, with ωB97M-V/def2-TZVPD.

highest occupied orbital energy: -0.314 Ha
ΔE to the lowest compared entry with this formula, charge and spin: 603.0 kJ/mol
structure (SMILES): O.O.O.O.O.O.O.O.O.O.O
electronic energy: -22875.2645 eV

Last column: Mulliken charge in e.
Positions of all 33 atoms, in Å:
O1 -1.025 0.041 -0.891  -0.67
H1 -0.464 0.114 -0.111  0.35
H2 -0.528 0.494 -1.582  0.24
O2 1.204 -1.885 -2.042  -0.51
H3 1.983 -2.364 -2.346  0.27
H4 0.960 -1.333 -2.793  0.28
O3 1.103 -1.625 2.950  -0.59
H5 0.560 -2.268 3.421  0.31
H6 0.811 -0.774 3.296  0.30
O4 -1.190 3.587 2.640  -0.58
H7 -1.520 3.594 1.734  0.32
H8 -1.758 2.953 3.091  0.32
O5 -2.535 -2.078 -0.346  -0.62
H9 -3.127 -1.990 -1.102  0.26
H10 -2.112 -1.215 -0.277  0.40
O6 2.074 -0.749 -5.191  -0.62
H11 1.256 -0.251 -5.085  0.31
H12 2.028 -1.088 -6.092  0.31
O7 -3.301 1.014 1.894  -0.57
H13 -2.948 1.911 1.886  0.20
H14 -4.109 1.075 1.373  0.31
O8 2.290 3.091 0.311  -0.68
H15 3.170 2.743 0.492  0.34
H16 2.234 3.881 0.860  0.32
O9 1.530 -0.194 -1.281  -0.50
H17 1.650 -0.244 -0.326  0.19
H18 1.074 0.644 -1.417  0.24
O10 1.447 1.595 2.039  -0.53
H19 0.978 0.755 2.104  0.25
H20 1.903 1.544 1.192  0.34
O11 -0.969 -3.350 0.556  -0.54
H21 -1.103 -4.045 1.209  0.23
H22 -1.566 -3.585 -0.163  0.32


No. 2
Computed, not measured: a molecular structure, C10H19InN2O7 in a non-equilibrium geometry, with ωB97M-V/def2-TZVPD.

highest occupied orbital energy: -0.303 Ha
electronic energy: -33153.0380 eV

Last column: Mulliken charge in e.
Positions of all 39 atoms, in Å:
In1 14.709 19.177 -13.117  0.96
C1 14.396 17.560 -9.386  0.82
O1 13.768 16.555 -8.975  -0.34
O2 15.186 17.858 -8.498  -0.32
O3 14.166 18.100 -10.436  -0.38
N1 16.035 22.072 -14.674  1.08
O4 14.811 22.054 -14.350  -0.69
O5 16.598 23.086 -14.764  -0.60
O6 16.638 21.010 -14.492  -0.67
C2 19.378 20.532 -11.472  -1.72
C3 18.544 21.146 -10.229  1.53
C4 19.114 22.518 -9.751  -1.32
C5 18.293 23.226 -8.741  -0.58
C6 16.870 23.330 -9.147  -1.10
C7 16.174 22.032 -9.590  1.58
N2 17.074 21.166 -10.472  0.20
O7 16.531 20.041 -10.906  -0.14
C8 15.796 21.127 -8.337  -1.58
C9 14.900 22.391 -10.401  -1.69
C10 18.942 20.105 -9.128  -2.09
H1 20.344 21.038 -11.487  0.45
H2 18.863 20.758 -12.406  0.42
H3 19.637 19.474 -11.418  0.35
H4 20.131 22.389 -9.378  0.38
H5 19.276 23.037 -10.696  0.52
H6 18.801 24.190 -8.749  0.32
H7 18.294 22.747 -7.762  0.29
H8 16.916 24.086 -9.930  0.36
H9 16.328 23.694 -8.274  0.44
H10 15.601 21.661 -7.406  0.32
H11 14.924 20.476 -8.380  0.36
H12 16.492 20.296 -8.224  0.30
H13 14.381 23.278 -10.037  0.37
H14 15.258 22.713 -11.378  0.44
H15 14.234 21.537 -10.519  0.25
H16 18.416 19.176 -9.346  0.49
H17 18.662 20.332 -8.099  0.34
H18 20.016 19.925 -9.181  0.51
H19 16.388 19.604 -10.063  0.15


No. 3
Computed, not measured: 3 unconnected molecules or ions with the total composition C17H37NO7, with ωB97M-V/def2-TZVPD.

highest occupied orbital energy: -0.354 Ha
structure (SMILES): COCCCCCCOC(=O)CON=O.CCOCC.CCOCC
electronic energy: -34046.6662 eV

Last column: Mulliken charge in e.
Positions of all 62 atoms, in Å:
C1 -1.803 -4.479 -6.872  -0.74
O1 -2.374 -4.354 -5.592  -0.35
C2 -2.115 -3.111 -4.959  -0.11
C3 -3.338 -2.715 -4.144  -0.86
C4 -3.466 -3.369 -2.770  -0.93
C5 -2.529 -2.834 -1.683  0.00
C6 -3.068 -1.595 -0.960  -0.46
C7 -2.458 -1.376 0.417  -0.78
O2 -1.314 -0.487 0.369  -0.24
C8 -1.484 0.730 0.937  0.41
O3 -2.402 1.454 0.716  -0.51
C9 -0.356 1.033 1.901  -0.31
O4 -0.190 2.429 2.083  -0.21
N1 -0.566 2.871 3.424  0.18
O5 0.223 2.561 4.209  -0.21
H1 -1.986 -3.586 -7.480  0.34
H2 -0.723 -4.658 -6.824  0.26
H3 -2.272 -5.332 -7.361  0.26
H4 -1.212 -3.198 -4.342  0.00
H5 -1.934 -2.338 -5.715  0.45
H6 -4.198 -3.024 -4.745  0.39
H7 -3.405 -1.627 -4.054  0.42
H8 -3.353 -4.451 -2.862  0.39
H9 -4.489 -3.201 -2.417  0.37
H10 -2.383 -3.616 -0.931  0.54
H11 -1.527 -2.591 -2.052  -0.35
H12 -4.148 -1.709 -0.829  0.32
H13 -2.913 -0.689 -1.548  0.31
H14 -2.077 -2.309 0.833  0.35
H15 -3.194 -0.966 1.108  0.43
H16 -0.592 0.537 2.849  0.31
H17 0.577 0.605 1.533  0.32
C10 3.633 6.047 7.884  -1.04
C11 2.353 5.341 8.300  -0.26
O6 1.186 6.132 8.161  -0.42
C12 0.887 6.557 6.842  -0.53
C13 0.632 5.417 5.870  -0.92
H18 3.714 7.013 8.386  0.29
H19 4.496 5.439 8.157  0.39
H20 3.677 6.219 6.808  0.26
H21 2.396 5.092 9.360  0.33
H22 2.246 4.397 7.754  0.25
H23 1.677 7.213 6.460  0.31
H24 -0.011 7.166 6.943  0.33
H25 1.538 4.847 5.659  0.26
H26 0.263 5.813 4.923  0.46
H27 -0.112 4.730 6.274  0.30
C14 1.775 -1.742 -1.673  -1.27
C15 1.453 -2.610 -2.878  0.30
O7 1.619 -1.955 -4.123  -0.41
C16 2.935 -1.519 -4.416  -0.29
C17 3.954 -2.643 -4.498  -1.08
H28 1.236 -0.795 -1.734  0.33
H29 1.478 -2.253 -0.756  0.39
H30 2.841 -1.522 -1.599  0.42
H31 0.402 -2.891 -2.847  -0.25
H32 2.032 -3.540 -2.850  0.25
H33 3.260 -0.763 -3.692  0.30
H34 2.855 -1.020 -5.382  0.34
H35 4.144 -3.097 -3.525  0.27
H36 4.903 -2.256 -4.872  0.41
H37 3.605 -3.424 -5.175  0.29


> Which value of electronic energy does entry 3 give?

-34046.6662 eV


> electronic energy of number 3 (C17H37NO7)?

-34046.6662 eV